No. 1
The following is a DFT calculation (wB97M-V/def2-TZVPD) of an isolated molecule of C23H38O.

Structure (XYZ):
```
62
Properties=species:S:1:pos:R:3:nbo_charge:R:1
C -1.67 2.54 2.61 -0.739
C -2.66 2.47 1.47 0.622
O -2.85 1.46 0.85 -0.556
C -3.38 3.76 1.15 -0.500
H -4.05 3.58 0.30 0.225
C -2.41 4.91 0.82 -0.423
C -1.55 4.54 -0.34 -0.225
C -0.23 4.45 -0.40 0.048
C 0.45 3.98 -1.66 -0.415
H 1.52 4.17 -1.59 0.200
H 0.06 4.53 -2.53 0.214
C 0.21 2.48 -1.90 -0.428
C 0.50 1.66 -0.67 -0.209
C 1.69 1.25 -0.26 0.028
C 1.86 0.45 1.02 -0.424
H 2.81 -0.09 0.96 0.200
H 1.94 1.14 1.87 0.211
C 0.74 -0.55 1.29 -0.441
C 0.56 -1.49 0.14 -0.196
C -0.59 -2.08 -0.21 0.029
C -0.66 -3.02 -1.37 -0.412
H 0.22 -2.90 -2.00 0.206
H -1.54 -2.78 -1.97 0.205
C -0.75 -4.49 -0.92 -0.428
C 0.50 -4.92 -0.23 -0.204
C 1.29 -5.93 -0.57 0.025
C 2.53 -6.26 0.20 -0.628
H 3.41 -6.20 -0.45 0.208
H 2.67 -5.57 1.03 0.212
H 2.48 -7.27 0.59 0.208
C 1.01 -6.85 -1.74 -0.659
H 1.83 -7.54 -1.89 0.211
H 0.87 -6.28 -2.66 0.219
H 0.10 -7.43 -1.56 0.220
H 0.77 -4.31 0.62 0.199
H -0.95 -5.12 -1.79 0.206
H -1.59 -4.60 -0.23 0.207
C -1.86 -1.87 0.56 -0.666
H -2.67 -2.46 0.13 0.207
H -2.16 -0.82 0.53 0.251
H -1.74 -2.15 1.60 0.211
H 1.45 -1.69 -0.44 0.190
H 0.99 -1.13 2.19 0.211
H -0.20 -0.03 1.49 0.212
C 2.98 1.53 -0.97 -0.649
H 3.67 2.07 -0.31 0.214
H 3.47 0.60 -1.25 0.215
H 2.83 2.13 -1.86 0.210
H -0.37 1.42 -0.09 0.211
H -0.83 2.32 -2.17 0.213
H 0.83 2.15 -2.74 0.208
C 0.72 4.77 0.72 -0.657
H 1.33 3.89 0.93 0.226
H 0.21 5.08 1.63 0.207
H 1.39 5.57 0.41 0.220
H -2.12 4.29 -1.23 0.196
H -1.82 5.16 1.70 0.204
H -3.01 5.79 0.57 0.219
H -3.99 4.04 2.02 0.224
H -1.97 3.27 3.35 0.220
H -1.57 1.56 3.07 0.240
H -0.71 2.82 2.19 0.248
```

As for the spin multiplicity: 1. As for the SMILES: CC(=O)CC/C=C(\C)CC/C=C(\C)CC/C=C(\C)CCC=C(C)C. Its frontier orbital gap is 0.3328 Eh. Its energy above the lowest of the compared OMol25 structures with the same formula, charge and spin is 30.2 kJ/mol.


No. 2
The following is a DFT calculation (wB97M-V/def2-TZVPD) of an isolated molecule of C20H23N5O3S2.

Structure (XYZ):
```
53
Properties=species:S:1:pos:R:3:nbo_charge:R:1
C 4.62 5.04 0.78 -0.634
C 4.67 3.80 -0.09 -0.074
H 4.65 4.08 -1.15 0.203
H 5.56 3.20 0.12 0.189
O 3.57 2.92 0.18 -0.516
C 2.41 3.21 -0.43 0.796
O 2.26 4.14 -1.18 -0.601
C 1.32 2.27 -0.08 -0.308
C 0.02 2.63 -0.46 0.174
N -1.04 1.90 -0.19 -0.484
C -0.82 0.77 0.48 0.581
N 0.37 0.32 0.87 -0.522
C 1.45 1.03 0.57 0.353
C 2.76 0.45 0.98 -0.588
H 3.10 0.89 1.92 0.258
H 3.52 0.60 0.22 0.277
S 2.61 -1.33 1.31 0.280
C 2.11 -1.90 -0.30 -0.033
N 1.74 -3.18 -0.37 -0.428
C 1.73 -4.05 0.78 -0.220
C 3.09 -4.74 0.98 -0.617
H 3.04 -5.40 1.84 0.216
H 3.86 -3.99 1.16 0.219
H 3.36 -5.32 0.10 0.208
H 0.95 -4.80 0.63 0.207
H 1.48 -3.47 1.67 0.219
C 1.31 -3.74 -1.63 -0.220
C -0.18 -3.53 -1.86 -0.617
H -0.76 -3.98 -1.06 0.201
H -0.48 -3.97 -2.80 0.217
H -0.40 -2.46 -1.89 0.227
H 1.88 -3.26 -2.43 0.238
H 1.55 -4.81 -1.63 0.196
S 2.14 -0.88 -1.60 -0.203
N -1.86 -0.03 0.81 -0.581
C -3.19 0.17 0.56 0.670
N -4.10 -0.68 0.91 -0.524
C -5.28 -0.09 0.50 0.141
C -6.60 -0.51 0.59 -0.240
C -7.57 0.33 0.07 -0.214
C -7.24 1.55 -0.53 -0.221
C -5.93 1.98 -0.63 -0.245
C -4.97 1.14 -0.10 0.222
O -3.61 1.29 -0.05 -0.393
H -5.67 2.92 -1.08 0.228
H -8.03 2.17 -0.92 0.215
H -8.60 0.04 0.12 0.214
H -6.85 -1.45 1.05 0.223
H -1.64 -0.89 1.30 0.440
H -0.14 3.55 -0.99 0.219
H 4.59 4.77 1.83 0.209
H 3.73 5.63 0.54 0.225
H 5.50 5.65 0.60 0.218
```

As for the spin multiplicity: 1. As for the SMILES: CCOC(=O)c1cnc(Nc2nc3ccccc3o2)nc1CSC(=S)N(CC)CC. Its frontier orbital gap is 0.3109 Eh. Its energy above the lowest of the compared OMol25 structures with the same formula, charge and spin is 97.1 kJ/mol.


No. 3
The following is a DFT calculation (wB97M-V/def2-TZVPD) of a structure of composition C47H43N3O6SZr.

Structure (XYZ):
```
101
Properties=species:S:1:pos:R:3:lowdin_charge:R:1
Zr -0.40 -0.16 0.01 1.681
N 0.56 0.70 4.06 0.110
C 0.06 0.83 2.81 -0.844
S -1.45 0.05 2.46 0.665
N 0.64 1.69 2.00 0.001
N -0.02 1.81 0.81 -0.212
C 0.01 2.91 0.14 -0.055
C -0.84 3.08 -1.00 -0.147
C -0.85 4.31 -1.67 -0.045
C -1.77 4.60 -2.64 -0.099
C -2.73 3.65 -2.98 -0.079
C -2.73 2.42 -2.37 -0.007
C -1.80 2.08 -1.36 -0.324
O -1.85 0.90 -0.80 -0.254
H 0.26 -0.10 4.59 0.052
H 1.51 1.01 4.20 0.105
H 0.60 3.77 0.48 0.139
H -0.12 5.06 -1.38 0.110
H -1.77 5.57 -3.12 0.097
H -3.48 3.88 -3.72 0.103
H -3.46 1.67 -2.63 0.102
C -3.18 -4.68 1.74 0.032
C -1.80 -4.86 1.10 -0.555
C -1.37 -6.33 1.08 0.029
O -0.81 -4.12 1.80 -0.016
C -0.50 -2.97 1.04 -0.205
C -0.73 -3.51 -0.39 -0.151
O -1.86 -4.34 -0.21 -0.010
C -0.97 -2.53 -1.57 -0.379
O -0.16 -1.42 -1.43 -0.302
C -0.61 -3.35 -2.82 -0.156
C -1.35 -4.47 -3.17 -0.027
C -1.02 -5.20 -4.29 -0.071
C 0.06 -4.84 -5.07 -0.093
C 0.82 -3.73 -4.72 -0.073
C 0.49 -3.00 -3.59 -0.016
C -2.42 -2.01 -1.69 -0.120
C -3.18 -1.59 -0.60 -0.056
C -4.41 -0.97 -0.78 -0.059
C -4.89 -0.73 -2.06 -0.089
C -4.15 -1.15 -3.15 -0.074
C -2.93 -1.78 -2.96 -0.027
C 0.91 -2.39 1.40 -0.394
O 0.98 -1.07 0.98 -0.325
C 1.11 -2.39 2.92 -0.144
C 2.40 -2.18 3.40 -0.017
C 2.65 -2.09 4.76 -0.080
C 1.61 -2.21 5.67 -0.100
C 0.32 -2.41 5.20 -0.092
C 0.07 -2.49 3.84 -0.069
C 1.98 -3.27 0.77 -0.164
C 2.68 -2.83 -0.34 -0.016
C 3.67 -3.62 -0.89 -0.072
C 3.97 -4.86 -0.33 -0.091
C 3.25 -5.31 0.77 -0.069
C 2.26 -4.52 1.32 -0.025
H -3.20 -5.12 2.73 0.090
H -3.93 -5.15 1.11 0.093
H -3.41 -3.62 1.83 0.082
H -1.21 -6.68 2.09 0.091
H -0.43 -6.42 0.53 0.088
H -2.13 -6.94 0.59 0.089
H -1.21 -2.15 1.27 0.056
H 0.15 -4.13 -0.64 0.171
H -2.19 -4.76 -2.55 0.122
H -1.61 -6.07 -4.56 0.102
H 0.31 -5.41 -5.96 0.098
H 1.67 -3.44 -5.32 0.101
H 1.07 -2.13 -3.31 0.100
H -2.86 -1.76 0.43 0.083
H -4.98 -0.68 0.08 0.113
H -5.84 -0.23 -2.19 0.105
H -4.51 -0.97 -4.15 0.105
H -2.37 -2.12 -3.82 0.113
H 3.22 -2.09 2.70 0.127
H 3.66 -1.94 5.11 0.102
H 1.80 -2.15 6.73 0.100
H -0.50 -2.51 5.90 0.108
H -0.94 -2.64 3.52 0.093
H 2.42 -1.86 -0.75 0.097
H 4.23 -3.28 -1.75 0.098
H 4.74 -5.48 -0.76 0.098
H 3.48 -6.27 1.21 0.103
H 1.70 -4.85 2.17 0.125
C 3.24 0.56 -2.35 0.016
C 1.74 0.65 -2.43 -0.319
O 1.09 0.85 -1.41 -0.042
C 1.09 0.52 -3.75 -0.147
C 1.82 0.55 -4.94 -0.020
C 1.17 0.39 -6.15 -0.070
C -0.20 0.17 -6.19 -0.054
C -0.93 0.15 -5.01 -0.046
C -0.29 0.32 -3.80 0.001
H 3.52 0.51 -1.30 0.096
H 3.69 1.45 -2.79 0.099
H 3.61 -0.31 -2.88 0.092
H 2.88 0.72 -4.94 0.110
H 1.73 0.43 -7.07 0.105
H -0.70 0.03 -7.14 0.109
H -2.00 -0.01 -5.04 0.101
H -0.85 0.27 -2.87 0.090
```

As for the spin multiplicity: 1. Its frontier orbital gap is 0.2542 Eh. Its energy above the lowest of the compared OMol25 structures with the same formula, charge and spin is 223.4 kJ/mol.


No. 4
The following is a DFT calculation (wB97M-V/def2-TZVPD) of a cluster of 11 separate species, C54H59F7O4 in total.

Structure (XYZ):
```
124
Properties=species:S:1:pos:R:3:lowdin_charge:R:1
F 4.55 3.65 -6.17 0.060
C 3.62 2.72 -6.04 -0.283
C 4.04 1.45 -5.55 -0.012
C 3.08 0.47 -5.52 -0.111
C 1.74 0.70 -5.79 -0.106
C 1.31 1.94 -6.20 -0.074
C 2.26 3.01 -6.31 0.000
H 5.07 1.27 -5.27 0.111
H 3.39 -0.44 -5.15 0.071
H 1.04 -0.19 -5.71 0.116
H 0.27 2.27 -6.30 0.100
H 1.94 3.97 -6.65 0.099
F -5.99 -2.23 -0.67 0.059
C -5.56 -2.75 0.49 -0.287
C -4.35 -2.34 0.99 -0.023
C -3.90 -2.88 2.16 -0.090
C -4.63 -3.79 2.90 -0.080
C -5.85 -4.21 2.35 -0.082
C -6.28 -3.75 1.11 -0.011
H -3.78 -1.56 0.54 0.097
H -2.91 -2.57 2.46 0.089
H -4.24 -4.29 3.76 0.100
H -6.40 -4.90 2.97 0.102
H -7.20 -4.11 0.64 0.120
F 1.25 -1.52 2.68 0.039
C 2.53 -1.59 2.27 -0.312
C 2.88 -2.34 1.18 -0.021
C 4.20 -2.21 0.80 -0.084
C 5.09 -1.46 1.49 -0.089
C 4.70 -0.71 2.59 -0.074
C 3.38 -0.81 3.02 -0.019
H 2.19 -3.00 0.63 0.121
H 4.47 -2.75 -0.11 0.080
H 6.08 -1.36 1.09 0.104
H 5.45 -0.04 3.05 0.114
H 2.89 -0.14 3.76 0.129
F -1.23 4.24 -0.63 0.047
C -1.97 5.34 -0.43 -0.270
C -1.98 6.30 -1.45 -0.041
C -2.72 7.41 -1.34 -0.070
C -3.55 7.47 -0.20 -0.075
C -3.56 6.53 0.84 -0.075
C -2.73 5.48 0.71 -0.036
H -1.45 5.99 -2.29 0.102
H -2.71 8.23 -2.11 0.129
H -4.27 8.26 -0.07 0.093
H -4.13 6.70 1.75 0.119
H -2.68 4.70 1.42 0.092
F -2.37 2.09 -4.74 0.071
C -3.05 1.67 -3.68 -0.323
C -3.36 2.61 -2.74 -0.034
C -4.01 2.25 -1.60 -0.099
C -4.64 1.01 -1.48 -0.075
C -4.39 0.09 -2.49 -0.065
C -3.55 0.40 -3.59 -0.006
H -3.05 3.64 -2.89 0.117
H -4.16 3.03 -0.86 0.097
H -5.16 0.79 -0.55 0.106
H -4.81 -0.88 -2.52 0.086
H -3.27 -0.33 -4.35 0.124
F -1.44 -2.06 4.25 0.053
C -0.75 -1.14 4.95 -0.292
C 0.47 -1.43 5.49 -0.053
C 1.07 -0.48 6.29 -0.084
C 0.53 0.81 6.52 -0.076
C -0.62 1.10 5.87 -0.085
C -1.31 0.13 5.09 0.011
H 0.95 -2.40 5.29 0.124
H 2.05 -0.79 6.66 0.109
H 0.96 1.55 7.14 0.093
H -1.12 2.04 5.96 0.094
H -2.19 0.42 4.54 0.098
F 0.62 -1.73 -3.86 0.015
C 0.08 -1.44 -2.62 -0.234
C 0.10 -2.46 -1.65 0.005
C -0.33 -2.05 -0.41 -0.092
C -0.63 -0.73 -0.13 -0.118
C -0.51 0.25 -1.05 -0.083
C -0.25 -0.13 -2.36 -0.021
H 0.44 -3.47 -1.87 0.120
H -0.32 -2.82 0.40 0.120
H -0.88 -0.55 0.88 0.080
H -0.64 1.28 -0.79 0.100
H -0.02 0.53 -3.17 0.116
C -0.34 -7.26 3.04 -0.014
C 0.39 -6.11 2.38 -0.503
O 0.14 -5.79 1.28 0.089
C 1.42 -5.39 3.27 -0.010
H -1.30 -7.41 2.76 0.039
H -0.17 -7.25 4.09 0.062
H 0.04 -8.26 2.63 0.121
H 0.93 -5.10 4.19 0.070
H 1.95 -4.53 2.83 0.059
H 2.26 -6.05 3.58 0.097
C -0.49 2.36 2.01 -0.007
C -1.69 2.56 2.86 -0.488
O -1.60 3.20 3.91 0.038
C -3.03 2.02 2.36 -0.008
H -0.68 2.96 1.15 0.054
H -0.33 1.37 1.71 0.049
H 0.34 2.85 2.51 0.103
H -3.87 2.38 2.98 0.099
H -3.04 0.95 2.28 0.070
H -3.19 2.40 1.35 0.053
C 2.52 1.23 -0.11 -0.005
C 2.86 1.52 -1.57 -0.419
O 2.98 0.64 -2.41 0.048
C 2.97 3.03 -1.92 -0.001
H 1.72 1.94 0.18 0.074
H 3.32 1.33 0.63 0.088
H 2.20 0.20 -0.02 0.066
H 3.24 3.61 -1.08 0.059
H 2.00 3.38 -2.27 0.084
H 3.63 3.28 -2.75 0.077
C 3.96 -2.61 -2.51 -0.026
C 5.43 -2.36 -2.52 -0.484
O 6.15 -2.89 -1.68 0.047
C 6.08 -1.51 -3.53 -0.018
H 3.62 -2.79 -3.57 0.111
H 3.36 -1.73 -2.22 0.077
H 3.67 -3.44 -1.99 0.048
H 6.06 -1.79 -4.58 0.098
H 7.10 -1.34 -3.28 0.075
H 5.53 -0.58 -3.57 0.069
```

As for the spin multiplicity: 1. As for the SMILES: Fc1ccccc1.Fc1ccccc1.Fc1ccccc1.Fc1ccccc1.Fc1ccccc1.Fc1ccccc1.Fc1ccccc1.CC(C)=O.CC(C)=O.CC(C)=O.CC(C)=O. Its frontier orbital gap is 0.3505 Eh. Its energy above the lowest of the compared OMol25 structures with the same formula, charge and spin is 18.2 kJ/mol.


No. 5
The following is a DFT calculation (wB97M-V/def2-TZVPD) of an isolated molecule of C6H15N.

Structure (XYZ):
```
22
Properties=species:S:1:pos:R:3:nbo_charge:R:1
C -0.74 -2.42 0.65 -0.603
C 0.05 -1.08 0.63 -0.053
C -0.91 0.09 0.37 -0.418
C -0.92 0.61 -1.06 -0.387
C 0.38 1.28 -1.57 -0.402
C 1.25 2.02 -0.57 -0.622
N 0.82 -0.97 1.86 -0.873
H -1.14 -2.65 -0.34 0.199
H -1.60 -2.35 1.32 0.193
H -0.09 -3.21 1.02 0.217
H 0.75 -1.22 -0.20 0.188
H -0.62 0.91 1.03 0.204
H -1.92 -0.16 0.66 0.206
H -1.71 1.37 -1.10 0.194
H -1.27 -0.10 -1.80 0.203
H 0.08 1.89 -2.41 0.207
H 1.00 0.48 -2.00 0.190
H 1.00 3.09 -0.57 0.205
H 1.15 1.67 0.45 0.207
H 2.31 2.00 -0.83 0.211
H 1.76 -0.65 1.77 0.371
H 0.38 -0.62 2.69 0.365
```

As for the spin multiplicity: 1. As for the SMILES: CCCC[C@H](C)N. Its frontier orbital gap is 0.3637 Eh. Its energy above the lowest of the compared OMol25 structures with the same formula, charge and spin is 61.7 kJ/mol.


No. 6
The following is a DFT calculation (wB97M-V/def2-TZVPD) of a cluster of 2 separate species, C2H7NO3 in total.

Structure (XYZ):
```
13
Properties=species:S:1:pos:R:3:nbo_charge:R:1
N -0.78 2.10 0.08 -0.869
C -1.17 0.79 0.46 0.078
O -0.90 -0.22 -0.52 -0.741
H -1.42 2.85 0.29 0.385
H 0.18 2.28 0.31 0.374
H -0.76 0.46 1.42 0.173
H -2.25 0.71 0.69 0.158
H -1.12 0.16 -1.37 0.481
O 1.42 -2.09 1.02 -0.592
C 1.95 -1.99 -0.06 0.644
O 1.30 -1.67 -1.18 -0.710
H 2.99 -2.28 -0.25 0.104
H 0.54 -1.09 -0.90 0.514
```

As for the spin multiplicity: 1. As for the SMILES: O=CO.NCO. Its frontier orbital gap is 0.4032 Eh. Its energy above the lowest of the compared OMol25 structures with the same formula, charge and spin is 99.7 kJ/mol.